DFT (the ωB97M-V functional and the def2-TZVPD basis) results for a structure of composition C4H7N3.

max |F|: 0.012 Eh/bohr
ΔE to the lowest compared entry with this formula, charge and spin: 335.31 kJ/mol

Element x y z (Å)
N  -2.4568  -0.2257  0.2189
C  -1.0957  0.0077  0.0097
C  0.0247  -0.7061  0.4142
C  1.2014  0.1481  -0.0566
N  2.5310  -0.3097  0.1143
C  0.7341  1.3311  -0.6551
N  -0.6398  1.1572  -0.5571
H  -3.0144  -0.0961  -0.6178
H  -2.6328  -1.1435  0.6058
H  0.0735  -1.7053  0.8279
H  3.1514  0.4889  0.0267
H  2.7745  -0.9675  -0.6205
H  0.6320  0.1364  1.1311
H  -1.2832  1.8844  -0.8413

Atomic forces in eV per Å
0.00 -0.11 -0.11
0.30 0.19 0.01
-0.13 -0.05 -0.09
0.05 0.16 -0.22
0.04 0.09 -0.18
-0.14 -0.52 0.26
-0.23 0.02 0.02
0.06 -0.01 0.10
0.00 0.12 -0.03
0.01 0.17 -0.08
0.00 -0.11 0.04
0.00 0.06 0.11
-0.09 0.10 0.13
0.13 -0.09 0.04

---

DFT (the ωB97M-V functional and the def2-TZVPD basis) results for the molecule C4H7N3.

SMILES string: Nc1c[nH]c(N)c1
max |F|: 0.015 Eh/bohr
ΔE to the lowest compared entry with this formula, charge and spin: 12.43 kJ/mol

Element x y z (Å)
N  0.0055  -0.8367  2.3478
C  -0.0890  -0.6055  0.9592
C  -0.1304  -1.4703  -0.1203
N  -0.0445  -0.6862  -1.2574
C  0.0785  0.6259  -0.9218
N  0.4015  1.5887  -1.9082
C  0.0106  0.7213  0.4427
H  -0.3941  -1.6887  2.7129
H  -0.3442  -0.0480  2.8783
H  -0.1299  -2.5542  -0.1735
H  0.0841  -1.0099  -2.1986
H  -0.4214  2.0209  -2.3166
H  0.9699  2.3002  -1.4592
H  0.0033  1.6425  1.0147

Atomic forces in eV per Å
-0.15 -0.06 0.08
0.08 0.03 -0.12
0.05 0.08 0.75
0.21 0.20 -0.28
0.00 -0.21 -0.01
-0.18 0.03 0.22
-0.05 0.02 0.00
-0.04 -0.03 -0.28
0.06 -0.18 -0.09
-0.12 0.35 0.02
0.04 -0.11 0.04
0.13 0.02 0.06
-0.16 0.03 -0.32
0.15 -0.18 -0.07

---

DFT (the ωB97M-V functional and the def2-TZVPD basis) results for the molecule C4H7N3.

SMILES string: [H]/N=C1\C=C(N)CN1
max |F|: 0.014 Eh/bohr
ΔE to the lowest compared entry with this formula, charge and spin: 105.65 kJ/mol

Element x y z (Å)
H  -2.6189  -1.1422  0.1295
N  -2.4659  -0.1778  -0.1526
C  -1.2825  -0.0502  -0.5978
C  -0.1238  -0.9871  -0.5924
C  0.8571  -0.2843  -0.0009
N  2.0903  -0.6412  0.5066
C  0.2364  1.0496  0.3762
N  -0.7128  1.2468  -0.7329
H  -0.1793  -2.0603  -0.7254
H  2.8261  0.0161  0.2744
H  2.3484  -1.5921  0.2812
H  -0.3751  0.7997  1.2622
H  0.8886  1.8987  0.5755
H  -1.4304  1.9151  -0.4659

Atomic forces in eV per Å
-0.24 -0.14 -0.34
0.01 -0.27 -0.36
-0.14 -0.28 0.10
-0.05 -0.07 0.40
-0.33 0.15 0.30
-0.11 -0.18 -0.31
0.53 0.39 -0.17
-0.39 -0.11 0.35
0.02 0.15 -0.24
-0.08 -0.09 0.20
0.15 0.09 -0.01
0.48 0.45 0.29
0.15 -0.10 -0.20
0.00 0.00 0.00

---

DFT (the ωB97M-V functional and the def2-TZVPD basis) results for the molecule C4H7N3.

SMILES string: Cn1ccnc1N
max |F|: 0.143 Eh/bohr
ΔE to the lowest compared entry with this formula, charge and spin: 315.92 kJ/mol

Element x y z (Å)
C  1.2674  -1.1812  -0.0161
N  -0.0100  -0.5938  -0.1580
C  -1.4106  -0.8628  -0.0930
C  -2.1560  0.2967  0.0608
N  -1.2814  1.2078  -0.1211
C  -0.0932  0.7768  -0.0927
N  1.1937  1.5753  -0.0121
H  1.7787  -0.4610  -0.7684
H  1.3961  -1.9496  -0.6823
H  1.7494  -1.2088  1.0185
H  -1.5921  -1.9602  0.3762
H  -3.2119  0.1801  0.0450
H  1.4423  1.5934  1.0390
H  0.9276  2.5870  -0.5958

Atomic forces in eV per Å
1.83 2.58 -1.00
-4.01 3.26 1.28
0.61 -6.14 3.11
0.49 -6.26 -1.43
0.61 7.30 0.53
4.33 0.57 -0.54
-3.13 1.61 -1.21
0.47 -0.68 2.17
-0.09 -3.17 -0.47
-0.85 -0.17 -1.58
-0.11 2.53 -1.76
-0.76 1.18 0.14
-0.57 0.96 -2.41
1.17 -3.57 3.17

---

DFT (the ωB97M-V functional and the def2-TZVPD basis) results for the molecule C4H7N3.

max |F|: 0.011 Eh/bohr
ΔE to the lowest compared entry with this formula, charge and spin: 310.21 kJ/mol

Element x y z (Å)
N  -2.4077  -0.1687  0.1230
C  -1.0160  -0.0417  -0.0098
C  0.0367  -0.8644  0.0791
C  1.2773  -0.0759  0.0379
N  2.5376  -0.6997  0.2244
C  1.1052  1.2657  -0.1153
N  -0.4481  1.3160  -0.0318
H  -2.9164  -0.0206  -0.7442
H  -2.6678  -1.0745  0.4941
H  -0.0280  -1.9450  0.1739
H  3.2539  0.0143  0.1332
H  2.7210  -1.4112  -0.4759
H  -0.6174  1.7772  0.8635
H  -0.8302  1.9285  -0.7523

Atomic forces in eV per Å
-0.01 -0.13 -0.11
0.39 -0.07 0.14
-0.24 0.10 -0.05
0.05 0.26 -0.04
0.02 0.06 -0.21
-0.23 -0.53 0.10
-0.01 0.18 -0.04
0.10 0.01 0.10
0.04 0.12 0.02
0.03 0.19 -0.03
-0.02 -0.09 0.07
-0.05 0.03 0.07
-0.15 -0.02 -0.03
0.10 -0.11 0.02

---

DFT (the ωB97M-V functional and the def2-TZVPD basis) results for a structure of composition C4H7N3.

max |F|: 0.046 Eh/bohr
ΔE to the lowest compared entry with this formula, charge and spin: 570.44 kJ/mol

Element x y z (Å)
C  0.1384  0.1373  0.7714
N  -0.9342  -0.4350  1.5766
C  1.3203  -0.8482  0.7576
C  -0.1858  -0.3281  -0.9341
C  -0.1336  0.6446  -1.8669
N  1.2921  -1.2862  -0.4025
N  0.5393  1.3899  0.9632
H  -1.2166  -1.3528  1.2484
H  -1.7376  0.1846  1.5454
H  -0.0062  2.0316  0.3861
H  2.0012  -1.0764  1.5710
H  -0.8671  -1.1570  -1.0991
H  0.4556  1.5405  -1.7121
H  -0.6658  0.5552  -2.8050

Atomic forces in eV per Å
0.38 -2.32 0.19
-0.10 0.47 -0.14
-0.82 0.94 0.58
0.83 -0.48 0.86
0.06 0.31 -0.25
-0.36 0.07 -0.93
0.18 0.95 -0.44
0.09 0.11 -0.09
-0.04 -0.07 0.03
-0.24 0.10 0.17
0.08 -0.15 -0.07
-0.08 0.06 0.11
0.08 -0.03 -0.06
-0.07 0.04 0.03